[1]
Computed, not measured: an isolated molecule of C7H14 at a distorted geometry, with ωB97M-V/def2-TZVPD.

Properties
* net charge: 0
* E_HOMO: -9.81 eV
* 2S+1: 1
* energy above the lowest of the compared OMol25 structures with the same formula, charge and spin: 162.9 kJ/mol
* SMILES string: CC(C)(C)C1CC1

```
21
Properties=species:S:1:pos:R:3:forces:R:3
C -0.9963 1.2487 1.2414 -0.3 -0.8 1.5
H 1.9730 -1.3137 -1.4864 -0.1 0.1 0.0
H -0.5034 -1.7470 -1.8208 0.0 0.2 0.2
C 1.7478 -0.7552 -0.5716 0.0 0.0 -0.1
H -0.1009 -0.3770 2.9357 -0.6 0.9 -0.1
H -1.9253 1.1432 0.6710 0.4 -0.2 0.2
H -1.7176 -0.9142 -0.8434 0.1 0.0 0.0
H 2.4970 0.0387 -0.4619 -0.1 -0.1 0.0
H -0.8611 2.2736 1.5928 0.2 -0.5 0.3
H -0.4458 1.7768 -0.7092 0.5 -0.2 -1.2
H 1.0124 1.5624 -1.7168 -0.1 -0.1 -0.1
C 0.0852 1.0759 -1.3968 -0.3 0.5 0.1
H 1.8735 -1.4409 0.2782 0.0 0.1 -0.2
H 1.0731 0.8228 1.2596 0.0 -0.1 -0.2
C -0.6499 -0.1333 2.0134 -0.5 0.5 0.0
H -1.4809 -0.8119 1.8552 0.3 -0.2 -0.3
C 0.3235 -0.1779 -0.5333 -0.1 0.1 0.3
C 0.1462 0.3838 0.8844 0.3 -0.1 -0.4
C -0.6868 -1.2897 -0.8393 -0.1 0.0 0.1
H -0.6194 -2.0821 -0.0846 0.0 0.1 -0.1
H -0.5818 0.9256 -2.2497 0.3 -0.2 -0.1
```
Forces are in eV/Å.

[2]
Computed, not measured: a structure of composition C7H14, with ωB97M-V/def2-TZVPD.

Properties
* net charge: 0
* E_HOMO: -7.37 eV
* 2S+1: 1
* energy above the lowest of the compared OMol25 structures with the same formula, charge and spin: 497.6 kJ/mol

```
21
Properties=species:S:1:pos:R:3:forces:R:3
C 2.3376 -0.5469 0.0236 0.0 0.1 0.0
H 1.6027 1.8040 0.5701 -0.2 0.0 0.0
H -3.2707 -0.8769 0.0653 0.1 0.0 0.1
H -0.9363 -1.0143 -1.5276 0.0 0.1 0.1
C -0.6100 -0.0883 -1.0617 -0.3 0.0 -0.3
H 2.3314 -0.4300 1.1105 -0.1 0.0 -0.2
H -2.6938 -0.4857 1.6985 0.0 0.0 -0.1
C -2.3745 -0.7577 0.6871 0.0 -0.1 0.0
H 0.1751 2.3480 -0.3501 0.0 -0.2 0.1
H 2.7465 0.3617 -0.4279 -0.1 -0.1 0.1
H 1.1559 -1.0897 -1.5983 0.0 0.0 0.1
H 3.0165 -1.3661 -0.2470 -0.1 0.1 0.0
H 0.1167 2.2281 1.4137 0.1 0.1 -0.1
H -1.9083 1.2763 0.0124 0.1 -0.1 0.0
C 0.5129 1.7448 0.5125 0.1 0.1 0.1
C 0.9512 -0.8931 -0.5310 0.3 -0.3 -0.1
H 0.6134 -1.8300 -0.0861 0.0 0.2 -0.1
C -1.4352 0.2955 0.1263 0.0 0.0 0.0
H -1.8704 -1.7279 0.7546 0.0 0.1 0.0
C -0.0447 0.3458 0.6410 -0.1 0.2 0.1
H -0.4160 0.7025 -1.7857 0.1 -0.2 0.2
```
Forces are in eV/Å.

[3]
Computed, not measured: an isolated molecule of C7H14, with ωB97M-V/def2-TZVPD.

Properties
* net charge: 0
* E_HOMO: -9.47 eV
* 2S+1: 1
* energy above the lowest of the compared OMol25 structures with the same formula, charge and spin: 67.4 kJ/mol
* SMILES string: C[C@@H]1[C@H](C)C1(C)C

```
21
Properties=species:S:1:pos:R:3:forces:R:3
C 0.2028 -0.5581 -2.1427 0.0 0.0 0.0
C 1.0857 -0.0826 0.2432 0.1 -0.1 0.0
H 0.2023 -0.5702 2.1814 0.1 0.0 -0.1
H -1.5199 2.3027 0.3223 0.1 -0.1 0.0
C -0.0965 -0.2995 -0.6767 -0.1 -0.1 0.0
C -0.6807 1.8204 0.8370 0.0 -0.1 0.1
H 2.0533 -0.1072 -0.2601 -0.2 0.0 0.0
C 0.2059 1.0858 -0.1470 0.0 0.1 -0.1
H -1.1039 1.1642 1.6024 0.1 0.1 -0.1
H 1.0896 -0.0073 -2.4755 -0.1 -0.1 0.1
H 1.4715 -1.6759 1.6575 0.0 0.1 0.0
C 1.1590 -0.6251 1.6552 -0.1 0.0 0.0
H 0.3841 -1.6242 -2.3301 0.0 0.1 0.1
H 1.8878 -0.0629 2.2508 -0.1 -0.1 -0.1
H -0.6372 -0.2495 -2.7783 0.1 0.0 0.1
H -0.1191 2.6046 1.3581 -0.1 -0.1 -0.1
H -1.1603 -2.1430 -0.2959 0.0 0.1 0.0
H -2.1989 -0.7986 -0.7851 0.1 0.0 0.1
C -1.3154 -1.0619 -0.1903 0.0 0.0 0.1
H 0.6492 1.7574 -0.8836 -0.1 -0.1 0.1
H -1.5592 -0.8690 0.8575 0.1 0.0 -0.1
```
Forces are in eV/Å.

[4]
Computed, not measured: a structure of composition C7H14 at a distorted geometry, with ωB97M-V/def2-TZVPD.

Properties
* net charge: 0
* E_HOMO: -6.18 eV
* 2S+1: 1
* energy above the lowest of the compared OMol25 structures with the same formula, charge and spin: 787.2 kJ/mol

```
21
Properties=species:S:1:pos:R:3:forces:R:3
H -2.6686 -0.7707 -0.5579 -0.3 -1.6 0.4
H -0.9413 -2.3285 -0.7651 0.0 1.0 0.0
C 2.7154 0.3442 0.5144 1.5 -0.3 -0.6
H -1.9983 0.6603 1.9271 0.5 0.9 -0.9
H 2.2101 -0.4604 1.0731 0.5 0.3 -0.2
H 3.5598 -0.0041 -0.1258 -0.4 -0.4 1.0
C -0.6231 -1.3266 -1.1211 1.5 -2.3 -3.9
H 3.1631 1.0824 1.1516 0.0 0.2 0.9
H 1.9186 1.9954 -0.7971 0.8 1.2 1.1
C -0.5967 -0.1616 -0.3786 -0.6 0.6 1.9
H -0.4325 -1.2995 -2.1896 0.9 -0.2 0.0
C 1.7982 0.9885 -0.4528 -2.1 -0.7 -3.1
H -0.1404 1.8690 -0.1489 -0.6 0.7 0.6
H 2.3714 -6.6318 2.0125 0.6 -1.8 -1.0
C -2.5165 0.8637 0.9661 -1.1 0.1 -1.4
H -3.5685 0.6696 1.2907 0.5 -0.2 -1.0
C 0.3176 0.9114 -0.1467 -0.4 -1.5 -0.4
H -2.5286 1.8854 0.4994 0.4 -0.5 1.3
H 2.0173 0.6023 -1.4828 -0.3 -0.6 0.7
H 2.1756 -6.0521 2.3331 -0.6 1.8 1.0
C -1.9512 -0.1557 -0.0847 -0.8 3.3 3.9
```
Forces are in eV/Å.

[5]
Computed, not measured: a cluster of 2 separate species, C7H14 in total, with ωB97M-V/def2-TZVPD.

Properties
* net charge: 0
* E_HOMO: -9.11 eV
* 2S+1: 1
* energy above the lowest of the compared OMol25 structures with the same formula, charge and spin: 138.7 kJ/mol
* SMILES string: C1=CCCCCC1.[H][H]

```
21
Properties=species:S:1:pos:R:3:forces:R:3
H 2.3178 0.9494 -1.0851 -0.2 -0.1 0.0
H 0.2676 -2.6050 -0.1077 0.0 0.1 0.0
H -1.2643 -0.0450 1.4881 0.0 0.0 -0.1
C 0.5773 1.5541 0.0423 0.0 0.0 0.0
H -1.3508 2.2968 0.6258 0.0 -0.1 -0.1
C -1.5767 0.1703 0.4568 0.0 0.0 0.0
H -2.6662 0.3011 0.4815 0.1 0.0 0.0
C 1.2516 -0.8321 -0.5704 -0.2 -0.1 0.0
C -1.2721 -1.0449 -0.4301 0.0 0.0 0.0
H -1.2881 1.7059 -1.0278 0.1 0.0 0.1
H -1.5292 -0.7931 -1.4712 0.1 0.0 0.1
H -1.9471 -1.8596 -0.1427 0.1 0.1 -0.1
H 0.8869 2.5884 -0.1571 -0.1 -0.2 0.0
H 1.6972 -2.0614 2.6455 0.0 0.0 0.0
H 0.9250 1.3103 1.0556 0.0 0.1 -0.1
H 1.5611 -1.6888 2.0149 0.0 -0.1 0.1
H 0.8029 0.7391 -1.9452 0.0 0.0 0.1
H 2.2168 -1.3267 -0.4619 -0.2 0.0 -0.1
C 1.2782 0.6259 -0.9588 0.0 0.0 0.0
C -0.9515 1.4900 -0.0023 0.0 0.0 0.0
C 0.1489 -1.5520 -0.3581 0.2 0.1 0.0
```
Forces are in eV/Å.

[6]
Computed, not measured: an isolated molecule of C7H14, with ωB97M-V/def2-TZVPD.

Properties
* net charge: 0
* E_HOMO: -10.08 eV
* 2S+1: 1
* energy above the lowest of the compared OMol25 structures with the same formula, charge and spin: 96.0 kJ/mol
* SMILES string: CC(C)CC1CC1

```
21
Properties=species:S:1:pos:R:3:forces:R:3
H 2.0990 0.3450 -1.8557 0.0 -0.1 0.1
C 1.2031 -0.0985 -1.4095 0.0 0.0 -0.1
H 2.3008 0.8941 1.7457 0.0 0.0 -0.1
H 0.3494 0.5243 -1.6912 0.1 0.0 0.0
H 3.3486 0.5956 0.3468 -0.2 0.0 0.0
C -1.1974 -0.6519 0.0726 0.1 -0.1 0.0
H -2.8040 -0.1358 1.5478 0.1 0.0 -0.1
C -0.0216 -0.0970 0.8572 0.0 0.0 0.0
H -2.5711 0.0687 -1.5553 0.0 0.0 0.2
C 2.3223 0.8315 0.6515 0.0 0.0 0.0
H 1.7464 -1.2046 0.3485 -0.1 0.1 0.0
H -0.9635 -1.5417 -0.5094 0.0 0.1 0.1
C -2.6080 -0.5994 0.5844 -0.1 -0.1 0.2
H 1.0577 -1.0766 -1.8793 0.0 0.1 0.1
C 1.3348 -0.2115 0.1202 0.0 0.0 0.0
H -0.2181 0.9608 1.0900 0.0 -0.1 -0.1
H 0.0666 -0.6071 1.8266 0.0 0.1 -0.1
H 2.0790 1.8253 0.2535 0.0 -0.1 0.1
H -2.0799 1.3434 -0.3456 0.0 -0.2 0.0
H -3.2503 -1.4469 0.3605 0.1 0.1 0.1
C -2.1938 0.2824 -0.5593 0.0 0.1 -0.2
```
Forces are in eV/Å.

[7]
Computed, not measured: a cluster of 2 separate species, C7H14 in total at a distorted geometry, with ωB97M-V/def2-TZVPD.

Properties
* net charge: 0
* E_HOMO: -6.44 eV
* 2S+1: 1
* energy above the lowest of the compared OMol25 structures with the same formula, charge and spin: 601.5 kJ/mol

```
21
Properties=species:S:1:pos:R:3:forces:R:3
H 2.8722 1.2021 0.4181 0.1 0.2 -0.1
H -0.1735 -2.2758 -0.6133 -0.3 0.3 -0.2
C -0.0644 0.8599 0.5040 0.2 1.3 0.0
C 2.7870 0.6135 -0.5046 -0.1 0.4 -0.3
C 0.5124 -0.3227 0.2220 0.8 -1.4 1.4
H -1.6268 0.4329 1.7178 -0.4 0.1 0.0
C -1.4730 1.1259 0.8673 -0.8 -1.1 0.3
H -4.3000 -4.4827 -2.9186 0.3 0.4 -0.1
H -3.8609 -3.9040 -3.1266 -0.3 -0.4 0.1
H -0.0395 -2.2557 1.1944 0.3 0.1 0.1
C -2.5169 0.8413 -0.2186 0.1 0.2 -0.4
H 2.4791 1.3266 -1.2757 -0.3 -0.2 0.0
H -1.7014 2.1391 1.1954 0.7 0.1 0.2
H 2.3792 -1.4503 -0.0119 -0.3 -0.2 0.7
C -0.0481 -1.6761 0.2781 -0.8 -0.2 -1.2
H 0.6196 1.7029 0.5479 -0.1 0.1 -0.3
H 3.8076 0.3175 -0.7481 -0.2 -0.4 0.0
H -2.5373 -0.1924 -0.5538 0.2 -0.1 0.1
H -3.5251 1.1138 0.0926 0.0 0.0 0.2
H -2.2673 1.4862 -1.0655 -0.1 -0.2 -0.2
C 1.8611 -0.5097 -0.1081 0.9 0.8 -0.3
```
Forces are in eV/Å.

[8]
Computed, not measured: a structure of composition C7H14B3BeCaCl2KLiNaO10P at a distorted geometry, with ωB97M-V/def2-TZVPD.

Properties
* net charge: +1
* E_HOMO: -8.06 eV
* 2S+1: 1

```
42
Properties=species:S:1:pos:R:3:forces:R:3
H -2.2637 1.5760 -0.1144 0.1 0.4 0.2
Be -3.4319 4.1898 1.4698 4.6 4.2 1.7
H 1.9818 -2.0725 -1.7184 0.4 0.0 -0.2
H -1.1427 -3.3436 -0.1923 0.0 0.0 0.0
H 1.6752 -3.8217 -2.0035 0.2 -0.2 -0.2
H -2.5753 0.1154 0.2465 -0.5 -0.1 0.3
B -1.4657 -3.3078 -1.3654 -0.1 1.3 -0.3
H 5.3924 -0.1776 1.9893 -0.2 2.3 0.0
H 0.4748 -1.7222 -3.8471 1.4 0.5 1.5
Cl -5.7655 -1.7603 -0.6325 -1.3 1.2 0.8
C 3.7509 0.1254 3.2830 -0.1 0.1 0.8
O 4.3868 -0.2618 4.2615 0.2 -0.3 -0.4
H 0.6863 1.3154 2.2633 0.0 0.1 -0.1
Cl -4.4084 6.0596 2.2958 0.5 -3.0 -1.4
H -1.4635 -4.4640 -1.7742 0.1 0.1 -0.2
O -2.3382 0.9785 0.6347 0.1 -0.1 -0.3
O -3.1701 -1.1346 -1.2712 -0.5 0.8 1.0
C 4.4006 0.1380 1.9808 -1.8 0.7 -0.5
O 0.6223 3.9809 1.8824 0.0 -0.1 0.2
O 0.1063 5.9573 0.5214 -0.3 0.2 0.2
H -3.7964 -3.9134 -2.4428 0.0 -0.6 0.4
C 1.2781 -2.9003 -1.5926 -0.2 0.9 -0.8
O -4.0829 -3.2352 -1.8277 0.4 0.4 -0.9
K -0.8830 0.4302 -2.1253 0.9 1.2 0.7
H -2.6574 -0.5788 -1.8142 0.1 -0.1 -0.8
C 1.7146 0.9771 2.2419 0.1 0.0 0.1
B -2.9668 -2.5060 -1.5027 0.2 -1.8 -0.3
C 3.7877 0.5312 0.8578 0.4 -0.1 -0.2
Li 0.2817 -1.9810 -5.4360 -0.8 -0.4 -0.6
O -0.3328 -1.7218 -3.3190 0.0 -0.6 -1.5
H 4.2724 0.5389 -0.1120 0.0 0.1 0.0
C 2.3765 0.9861 0.9158 -0.6 0.4 0.4
Na -5.5409 3.0565 -0.3258 -0.5 -0.5 -0.1
O 1.7851 1.3575 -0.0765 0.1 -0.5 -0.5
B -0.1708 -2.5929 -2.1431 -0.1 -1.5 1.1
P -0.3085 4.5406 0.8197 0.9 -0.4 -0.3
H 1.1482 -3.0687 -0.5390 0.0 -0.1 0.4
O -0.1976 3.6997 -0.4297 -0.3 -0.7 -0.7
Ca 6.3756 -1.5827 1.9275 1.6 -2.6 0.3
O -1.7857 4.4605 1.3515 -5.0 -1.2 0.3
H 1.8913 0.5592 4.3187 0.0 0.0 0.0
C 2.3594 0.5731 3.3439 -0.1 -0.1 -0.1
```
Forces are in eV/Å.

[9]
Computed, not measured: a structure of composition C7H14Ca2ClCsF7MgN2O10P2S3 at a distorted geometry, with ωB97M-V/def2-TZVPD.

Properties
* net charge: +1
* E_HOMO: -9.77 eV
* 2S+1: 1

```
50
Properties=species:S:1:pos:R:3:forces:R:3
O -0.7833 0.2145 7.2252 0.0 0.8 -0.5
C 0.2068 -0.5331 -1.7267 -2.5 0.8 -1.6
C -0.1639 2.0523 -0.3013 -0.2 -0.9 1.1
C 1.6875 0.6674 3.0434 1.1 -1.0 -2.0
H 1.3500 2.8338 1.1404 -1.2 -1.1 0.0
F -1.3672 -5.1041 -4.2749 -1.6 -0.6 1.9
H -0.2945 2.2424 1.9021 1.2 0.1 -1.0
Cl 4.3868 -0.3566 4.1015 2.1 -0.4 -1.1
S -3.5508 2.6261 2.6756 0.6 -1.1 0.1
H -4.2511 -0.9071 -6.3076 0.0 0.0 0.1
S 4.4299 3.3153 0.1621 -0.5 0.4 1.9
C -0.0615 -2.6691 -1.3263 -2.4 2.5 -2.7
F 1.4644 3.8586 -1.0151 0.6 -0.2 0.0
O -1.2659 1.0858 4.0533 1.3 -1.5 -1.5
P -1.3701 -4.5592 -5.7967 0.1 -0.5 -0.7
Mg 1.5456 3.0827 4.6235 -0.4 0.5 1.0
O 4.1528 3.7256 -1.2222 -0.4 -0.2 -0.9
O 3.4984 2.2361 0.5495 0.3 -0.2 0.1
H 0.5327 -0.2813 1.2643 0.6 1.0 0.7
O 5.8158 2.8272 0.2741 0.0 -0.3 -0.3
Ca 6.1500 -0.4725 2.0453 -1.4 0.9 1.0
F -0.6885 -3.4531 -6.7513 0.9 0.2 -2.0
H 0.1113 -3.6936 -0.8643 -0.2 1.7 -1.0
H -0.5235 -0.5115 6.6548 0.2 -0.5 -0.1
O 0.7883 -1.5750 -0.9936 -3.2 0.0 -2.3
O 4.2400 4.4711 1.0522 0.1 -0.6 -0.1
C 0.5390 2.0285 1.1312 -0.5 -0.2 -0.2
C 1.1849 0.6128 1.5268 0.6 1.2 -0.5
N -0.9552 -0.9049 -2.5387 5.4 -0.7 4.9
O -4.5051 -0.2060 -5.6933 0.0 0.0 0.2
F -2.9251 -4.9856 -5.8419 -2.1 0.8 0.9
P -2.7760 0.9081 3.2390 0.0 3.0 1.2
Cs -2.8225 1.7753 -0.9831 -5.0 0.7 -2.7
H -1.1605 1.4292 -0.2360 5.9 0.6 1.5
C -0.4627 -0.0616 3.8369 -1.2 -4.0 -0.4
S 0.8548 1.2504 -1.6813 -0.9 -1.2 0.6
H -0.4623 3.1357 -0.6415 1.0 -1.9 0.6
H -2.7104 0.0992 2.0496 0.7 -0.2 0.5
H -4.0721 -0.4537 -4.8675 0.1 -0.2 -0.3
F 0.1139 -5.1616 -5.6038 2.2 0.3 -0.9
H 2.1271 0.5165 0.8698 -1.5 0.1 1.1
N -1.0712 -2.2461 -2.2474 2.9 -1.6 3.2
H 2.7613 0.2403 3.0377 -2.3 0.9 0.5
H -3.7071 0.3674 4.1962 0.8 -0.7 -0.5
F -1.4681 -5.4877 -7.1090 1.4 -1.2 -1.2
O 0.9352 -0.1404 3.9977 -2.8 2.2 -0.8
Ca -4.3197 -1.3342 1.6604 -0.6 -0.9 -0.1
F -1.8852 -3.1592 -5.1788 -0.9 1.2 2.2
O -1.0685 -1.1248 3.5191 1.7 3.7 0.9
H 1.8156 1.7792 3.3704 -0.3 -1.7 -0.9
```
Forces are in eV/Å.

Result set for LUMO level: 1.002 1.033 1.065 -1.254 1.237 1.229 -0.909 -6.370 -7.981 eV, one per record in the order listed.